Record 1
C19H21N3OS2 | ωB97M-V with the def2-TZVPD basis set

Summary:
HOMO-LUMO gap, eV: 6.86
SMILES string: CCCCCCn1c(O)c(/C=C2/C=NN=C2c2ccccc2)sc1=S
Energy relative to the best compared isomer or geometry (same formula, charge and spin), kcal per mole: 57.8
E_HOMO, eV: -8.1
LUMO, eV: -1.22

Each line ends with the Löwdin charge.
Atoms and positions in Å:
C (-0.10, 4.58, 2.73)  -0.11
H (-0.98, 4.35, 2.13)  0.06
C (0.42, 3.32, 3.42)  -0.25
C (0.77, 2.20, 2.45)  -0.22
C (2.05, 2.48, 1.67)  -0.19
C (2.29, 1.50, 0.52)  -0.16
C (2.56, 0.05, 0.98)  -0.14
N (1.37, -0.78, 1.00)  -0.08
C (0.70, -1.12, -0.14)  -0.33
C (-0.39, -1.93, 0.05)  -0.44
C (-1.25, -2.53, -0.90)  -0.02
C (-1.48, -2.10, -2.17)  -0.15
C (-1.88, -2.93, -3.29)  -0.11
N (-1.82, -2.24, -4.39)  0.01
N (-1.60, -0.94, -4.10)  0.07
C (-1.33, -0.81, -2.83)  -0.23
C (-1.14, 0.49, -2.20)  -0.19
C (-0.39, 1.48, -2.84)  -0.03
C (-0.23, 2.72, -2.26)  -0.08
C (-0.83, 3.00, -1.04)  -0.10
C (-1.60, 2.04, -0.41)  -0.09
C (-1.75, 0.78, -0.98)  -0.03
H (-2.36, 0.04, -0.49)  0.12
H (-2.10, 2.26, 0.52)  0.10
H (-0.71, 3.98, -0.59)  0.10
H (0.36, 3.47, -2.76)  0.10
H (0.05, 1.25, -3.80)  0.12
H (-2.06, -3.99, -3.29)  0.11
H (-1.75, -3.44, -0.57)  0.12
S (-0.52, -2.31, 1.77)  1.06
C (0.89, -1.35, 2.15)  -1.09
S (1.54, -1.19, 3.63)  0.66
O (1.14, -0.76, -1.34)  0.15
H (1.96, -0.25, -1.29)  0.12
H (2.94, 0.05, 2.01)  0.08
H (3.31, -0.43, 0.34)  0.14
H (3.17, 1.84, -0.04)  0.12
H (1.43, 1.53, -0.14)  0.09
H (2.00, 3.48, 1.23)  0.11
H (2.91, 2.46, 2.35)  0.12
H (-0.05, 2.06, 1.74)  0.09
H (0.89, 1.28, 3.02)  0.05
H (-0.35, 2.96, 4.10)  0.11
H (1.29, 3.57, 4.02)  0.11
H (0.65, 5.02, 2.09)  0.06
H (-0.38, 5.33, 3.47)  0.07

=====

Record 2
C19H21N4O2 | ωB97M-V with the def2-TZVPD basis set

Summary:
HOMO-LUMO gap, eV: 7.31
Charge: +1
Energy relative to the best compared isomer or geometry (same formula, charge and spin), kcal per mole: 54.8
E_HOMO, eV: -12.1
LUMO, eV: -4.79

Each line ends with the Löwdin charge.
Atoms and positions in Å:
C (2.18, -0.20, 1.48)  -0.02
C (3.13, 0.88, 1.01)  -0.41
N (3.71, 0.88, -0.11)  0.20
C (3.42, 2.00, 1.98)  -0.08
O (2.42, 3.06, 1.94)  0.01
C (1.67, 3.16, 0.83)  -0.45
O (1.97, 3.78, -0.15)  0.21
C (0.33, 2.49, 0.91)  -0.07
C (-0.34, 2.29, 2.11)  0.05
C (-1.56, 1.65, 2.10)  0.00
N (-2.07, 1.22, 0.94)  0.12
C (-1.46, 1.40, -0.24)  0.01
C (-0.25, 2.05, -0.29)  0.06
H (1.58, 0.13, 2.33)  0.07
H (2.76, -1.06, 1.81)  0.10
H (1.51, -0.50, 0.67)  0.08
H (3.40, 0.05, -0.63)  0.04
H (4.40, 2.42, 1.78)  0.13
H (3.41, 1.60, 2.99)  0.13
H (0.10, 2.64, 3.03)  0.14
H (-2.11, 1.45, 3.01)  0.15
H (-2.95, 0.70, 0.95)  0.16
H (-1.96, 1.03, -1.12)  0.15
H (0.25, 2.20, -1.23)  0.13
N (-3.33, -1.82, 0.41)  0.03
C (-4.60, -1.87, 0.83)  -0.16
C (-5.02, -2.62, 1.92)  -0.06
C (-4.08, -3.37, 2.60)  -0.06
C (-2.76, -3.34, 2.18)  -0.06
C (-2.44, -2.55, 1.08)  -0.16
H (-5.31, -1.28, 0.26)  0.11
H (-6.06, -2.62, 2.21)  0.11
H (-4.36, -3.98, 3.45)  0.11
H (-1.99, -3.91, 2.68)  0.11
H (-1.42, -2.50, 0.71)  0.10
N (2.83, -0.53, -3.00)  0.05
C (2.08, 0.56, -3.15)  -0.17
C (1.01, 0.64, -4.03)  -0.08
C (0.72, -0.48, -4.81)  -0.07
C (1.50, -1.61, -4.67)  -0.06
C (2.54, -1.59, -3.75)  -0.14
H (2.34, 1.41, -2.53)  0.09
H (0.43, 1.55, -4.12)  0.10
H (-0.10, -0.45, -5.52)  0.11
H (1.31, -2.50, -5.25)  0.11
H (3.17, -2.45, -3.61)  0.11

=====

Record 3
C19H21N4O2 | ωB97M-V with the def2-TZVPD basis set

Summary:
HOMO-LUMO gap, eV: 8.81
SMILES string: Oc1ccccc1[NH2+]c1nc(NC[C@H]2CCCO2)c2ccccc2n1
Charge: +1
Energy relative to the best compared isomer or geometry (same formula, charge and spin), kcal per mole: 0.0
E_HOMO, eV: -11.4
LUMO, eV: -2.63

Each line ends with the Löwdin charge.
Atoms and positions in Å:
O (4.38, 0.06, 1.25)  0.07
C (3.74, 0.81, 0.32)  -0.25
C (4.37, 1.50, -0.71)  0.00
C (3.61, 2.24, -1.60)  -0.05
C (2.24, 2.31, -1.48)  -0.05
C (1.59, 1.63, -0.46)  0.01
C (2.35, 0.89, 0.43)  -0.14
N (1.73, 0.13, 1.52)  0.20
H (2.50, -0.40, 1.96)  0.18
H (1.26, 0.75, 2.19)  0.20
C (0.70, -0.81, 0.99)  -0.35
N (1.15, -1.92, 0.52)  0.20
C (0.20, -2.75, 0.00)  -0.20
C (0.60, -3.99, -0.51)  0.00
C (-0.34, -4.84, -1.05)  -0.05
C (-1.69, -4.47, -1.09)  -0.06
C (-2.09, -3.26, -0.60)  -0.01
C (-1.16, -2.37, -0.04)  -0.06
C (-1.48, -1.08, 0.52)  -0.22
N (-2.73, -0.61, 0.55)  0.09
H (-3.44, -1.13, 0.06)  0.14
C (-3.09, 0.71, 1.00)  -0.11
H (-4.09, 0.67, 1.43)  0.14
H (-2.36, 1.02, 1.75)  0.13
C (-3.08, 1.75, -0.15)  -0.31
C (-3.82, 3.04, 0.24)  -0.12
H (-4.86, 3.02, -0.09)  0.12
H (-3.80, 3.17, 1.32)  0.12
C (-2.99, 4.11, -0.45)  -0.14
H (-3.07, 5.09, 0.03)  0.12
C (-1.59, 3.52, -0.33)  -0.20
H (-0.90, 3.87, -1.10)  0.12
H (-1.16, 3.74, 0.66)  0.13
O (-1.75, 2.12, -0.48)  -0.13
H (-3.27, 4.21, -1.50)  0.12
H (-3.53, 1.29, -1.04)  0.15
N (-0.52, -0.32, 1.06)  0.20
H (-3.14, -3.00, -0.64)  0.11
H (-2.41, -5.15, -1.52)  0.11
H (-0.04, -5.80, -1.45)  0.11
H (1.64, -4.26, -0.47)  0.12
H (0.52, 1.66, -0.36)  0.10
H (1.66, 2.89, -2.18)  0.11
H (4.11, 2.77, -2.40)  0.12
H (5.44, 1.44, -0.81)  0.12
H (5.33, 0.03, 1.06)  0.13

=====

Record 4
C19H21NO5 | ωB97M-V with the def2-TZVPD basis set

Summary:
HOMO-LUMO gap, eV: 8.72
SMILES string: C=CCOC(=O)C1=C(C)NC(C)=C(C(=O)OCC=C)C1c1ccco1
Energy relative to the best compared isomer or geometry (same formula, charge and spin), kcal per mole: 76.3
E_HOMO, eV: -8.2
LUMO, eV: 0.56

Each line ends with the Löwdin charge.
Atoms and positions in Å:
C (-5.03, 2.35, -1.95)  0.02
C (-3.88, 1.76, -2.18)  -0.14
C (-2.58, 2.48, -2.34)  -0.16
H (-2.20, 2.37, -3.36)  0.13
H (-2.69, 3.54, -2.10)  0.12
O (-1.57, 1.90, -1.51)  0.00
C (-1.51, 2.33, -0.24)  -0.42
O (-2.21, 3.24, 0.18)  0.09
C (-0.51, 1.58, 0.52)  -0.02
C (-0.21, 1.84, 1.81)  -0.21
N (0.75, 1.09, 2.45)  0.11
C (1.61, 0.23, 1.81)  -0.21
C (1.38, -0.09, 0.52)  -0.04
C (2.21, -0.94, -0.32)  -0.43
O (1.97, -1.18, -1.48)  0.12
O (3.31, -1.43, 0.30)  -0.03
C (4.13, -2.31, -0.46)  -0.17
C (3.67, -3.73, -0.35)  -0.14
C (4.44, -4.74, 0.01)  0.01
H (5.48, -4.60, 0.24)  0.06
H (4.06, -5.74, 0.07)  0.05
H (2.62, -3.87, -0.58)  0.11
H (4.09, -2.00, -1.52)  0.13
H (5.15, -2.19, -0.07)  0.13
C (0.11, 0.38, -0.17)  -0.12
C (-0.89, -0.74, -0.20)  -0.23
C (-1.32, -1.56, 0.81)  -0.01
C (-2.28, -2.43, 0.22)  -0.06
C (-2.35, -2.06, -1.09)  -0.12
O (-1.52, -1.05, -1.34)  0.06
H (-2.94, -2.44, -1.90)  0.12
H (-2.83, -3.20, 0.71)  0.10
H (-1.00, -1.55, 1.83)  0.11
H (0.34, 0.62, -1.21)  0.15
C (2.76, -0.24, 2.64)  0.00
H (2.79, -1.33, 2.66)  0.09
H (2.68, 0.12, 3.66)  0.08
H (3.70, 0.10, 2.22)  0.09
H (0.96, 1.34, 3.41)  0.14
C (-0.81, 2.91, 2.67)  0.00
H (-1.58, 3.44, 2.13)  0.07
H (-1.24, 2.46, 3.57)  0.09
H (-0.04, 3.61, 2.98)  0.09
H (-3.80, 0.68, -2.25)  0.10
H (-5.11, 3.43, -1.87)  0.06
H (-5.95, 1.80, -1.85)  0.05

=====

Record 5
C19H22BBr27ClO | ωB97M-V with the def2-TZVPD basis set

Summary:
HOMO-LUMO gap, eV: 5.57
Charge: -1
E_HOMO, eV: -4.7
LUMO, eV: 0.83

Each line ends with the Löwdin charge.
Atoms and positions in Å:
C (-2.18, 3.19, 1.19)  -0.13
B (-1.99, 1.61, 1.63)  -0.74
C (-2.51, 1.25, 3.15)  -0.15
C (-2.32, 2.45, 4.25)  -0.58
O (-1.34, 3.35, 4.29)  -0.10
Cl (-3.58, 2.55, 5.65)  0.43
C (-0.43, 1.19, 1.30)  -0.16
C (0.48, 0.80, 2.61)  -0.14
C (0.56, -0.79, 3.12)  -0.09
C (1.50, -1.25, 4.41)  -0.20
C (2.36, -0.10, 5.25)  -0.26
C (2.31, 1.48, 4.79)  -0.15
C (1.40, 1.87, 3.48)  -0.07
H (-2.96, 3.78, 1.83)  0.06
H (-2.45, 3.24, 0.03)  0.01
H (-1.09, 3.68, 1.26)  0.06
H (-2.68, 0.98, 0.88)  0.05
H (-3.68, 1.06, 3.06)  0.10
H (-2.07, 0.22, 3.58)  0.11
H (-0.47, 0.23, 0.61)  0.10
H (0.18, 2.00, 0.69)  0.10
H (-0.07, -1.64, 2.56)  0.10
H (1.57, -2.39, 4.74)  0.09
H (3.04, -0.37, 6.17)  -0.01
H (2.89, 2.34, 5.33)  0.08
H (1.34, 3.00, 3.08)  0.11
C (4.62, -1.44, 1.91)  -1.53
Br (4.61, -0.89, 0.05)  0.49
Br (3.43, -0.34, 2.99)  0.84
Br (4.23, -3.33, 2.11)  0.52
H (5.64, -1.28, 2.29)  -0.03
C (7.52, -3.49, -1.83)  -1.59
Br (8.82, -4.56, -2.81)  0.54
Br (5.73, -4.24, -1.93)  0.52
Br (8.07, -3.18, 0.00)  0.54
H (7.48, -2.51, -2.33)  -0.02
C (2.88, -2.88, -5.04)  -1.59
Br (1.56, -4.27, -4.71)  0.56
Br (3.02, -1.65, -3.55)  0.53
Br (4.61, -3.63, -5.53)  0.52
H (2.52, -2.31, -5.90)  -0.07
C (-4.82, 1.78, -2.58)  -1.57
Br (-4.74, 0.05, -1.70)  0.59
Br (-6.10, 2.97, -1.73)  0.56
Br (-3.06, 2.60, -2.72)  0.54
H (-5.17, 1.61, -3.60)  -0.03
C (7.57, -2.27, -8.81)  -1.61
Br (8.66, -3.82, -8.37)  0.55
Br (5.85, -2.78, -9.57)  0.54
Br (7.36, -1.08, -7.29)  0.54
H (8.10, -1.71, -9.58)  -0.03
C (-8.10, -1.87, -0.93)  -1.60
Br (-8.08, -3.82, -0.86)  0.56
Br (-8.81, -1.22, -2.62)  0.56
Br (-9.03, -1.10, 0.59)  0.56
H (-7.06, -1.54, -0.87)  -0.08
C (4.92, 0.75, 8.73)  -1.59
Br (3.58, -0.66, 8.83)  0.58
Br (5.76, 0.83, 6.97)  0.57
Br (4.20, 2.48, 9.25)  0.55
H (5.71, 0.50, 9.44)  -0.03
C (-11.57, 1.56, -2.03)  -1.61
Br (-10.70, 2.71, -3.34)  0.54
Br (-12.09, 2.54, -0.43)  0.55
Br (-13.07, 0.59, -2.80)  0.54
H (-10.83, 0.81, -1.73)  -0.09
C (-0.21, 1.37, -5.44)  -1.58
Br (1.09, 0.30, -6.42)  0.56
Br (-2.00, 0.61, -5.54)  0.54
Br (0.34, 1.68, -3.60)  0.56
H (-0.25, 2.35, -5.93)  -0.02

=====

Record 6
C19H22BClI2N2O7 | ωB97M-V with the def2-TZVPD basis set

Summary:
HOMO-LUMO gap, eV: 6.99
Energy relative to the best compared isomer or geometry (same formula, charge and spin), kcal per mole: 89.3
E_HOMO, eV: -8.8
LUMO, eV: -1.85

Each line ends with the Löwdin charge.
Atoms and positions in Å:
C (4.42, 0.25, 2.55)  -0.16
C (3.20, 1.27, 2.80)  -0.78
I (3.73, 2.96, 4.07)  0.72
C (2.55, 1.85, 1.41)  -0.72
I (3.20, 3.86, 0.90)  0.76
C (0.94, 1.74, 1.59)  -0.15
C (0.08, 2.94, 2.11)  -0.02
C (-1.46, 2.69, 2.29)  -0.46
Cl (-2.45, 4.14, 2.89)  0.58
C (-2.14, 1.33, 1.98)  -0.01
B (-3.72, 1.05, 2.20)  -0.51
N (-4.80, 1.27, 1.21)  0.16
O (-4.11, 0.56, 3.53)  0.05
C (-1.23, 0.20, 1.45)  0.02
C (0.30, 0.36, 1.25)  0.02
C (0.95, -1.00, 0.73)  -0.29
O (2.14, -1.32, 0.53)  0.05
N (-0.23, -1.87, 0.60)  0.11
C (-1.55, -1.29, 0.99)  -0.30
O (-2.63, -1.90, 0.92)  0.09
H (4.30, -0.38, 1.59)  0.07
H (5.41, 0.81, 2.54)  0.07
H (4.41, -0.50, 3.43)  0.09
H (2.36, 0.66, 3.30)  0.09
H (2.81, 1.17, 0.51)  0.08
H (0.51, 3.96, 2.36)  0.07
H (-5.69, 1.14, 1.74)  0.10
H (-4.73, 2.25, 0.89)  0.10
H (-3.79, 1.21, 4.21)  0.11
H (-0.33, -2.07, -0.42)  0.15
O (-5.47, 2.09, -4.09)  0.11
C (-5.43, 1.13, -3.37)  -0.48
O (-5.87, 1.12, -2.08)  0.02
C (-5.58, -0.15, -1.48)  -0.19
C (-5.42, -1.11, -2.63)  -0.16
C (-4.86, -0.22, -3.72)  -0.08
H (-4.66, -0.05, -0.89)  0.10
H (-6.39, -0.44, -0.81)  0.13
H (-4.79, -1.97, -2.40)  0.12
H (-6.41, -1.48, -2.94)  0.12
H (-3.77, -0.16, -3.68)  0.13
H (-5.19, -0.53, -4.71)  0.13
O (7.48, -1.04, -1.64)  0.12
C (6.35, -1.44, -1.73)  -0.48
O (5.25, -0.68, -1.47)  0.02
C (4.07, -1.49, -1.56)  -0.18
C (4.47, -2.67, -2.42)  -0.16
C (5.93, -2.84, -2.09)  -0.08
H (3.79, -1.80, -0.55)  0.09
H (3.26, -0.92, -2.00)  0.13
H (3.87, -3.56, -2.24)  0.12
H (4.36, -2.40, -3.48)  0.12
H (6.08, -3.49, -1.22)  0.13
H (6.50, -3.21, -2.94)  0.13